# C7H26HfO8

A structure of composition C7H26HfO8 (the ωB97M-V functional and the def2-TZVPD basis, OMol25).

* ΔE to the lowest compared entry with this formula, charge and spin: 0.0 kcal per mole
* net charge: 0
* molecular weight: 416.8 g/mol
* LUMO energy: 0.17 eV
* HOMO-LUMO gap: 8.376 eV

Last column: Löwdin charge in e.
Positions of all 42 atoms, in Å:
1 Hf 4.62383 -3.96636 5.06898  1.90
2 O 4.46802 -2.10261 3.85437  -0.39
3 O 3.50436 -5.59799 6.10766  -0.41
4 O 5.19293 -4.99062 3.19392  -0.40
5 O 2.50444 -4.30737 3.87891  -0.09
6 O 6.24374 -5.58846 5.62215  -0.09
7 O 5.33144 -3.09884 6.96173  -0.46
8 O 6.81566 -3.07884 4.69035  -0.11
9 O 2.72404 -2.80589 6.13090  -0.10
10 C 5.52158 -2.40245 8.13887  -0.26
11 C 5.71847 -3.89902 1.08012  -0.09
12 C 2.98021 -6.86643 6.01422  -0.44
13 C 3.68766 -1.13601 3.25557  -0.41
14 C 1.87427 -7.06636 7.03688  -0.11
15 C 2.30432 -0.88167 3.82982  -0.11
16 C 5.20577 -5.12128 1.82525  -0.43
17 H 5.52406 -4.04587 0.00889  0.07
18 H 6.79241 -3.75355 1.18392  0.07
19 H 4.24361 -0.18933 3.38077  0.10
20 H 1.32085 -8.00258 6.88751  0.07
21 H 5.15115 -2.99776 1.31941  0.05
22 H 2.17929 -7.13783 8.08373  0.07
23 H 2.37241 -5.04264 3.27162  0.08
24 H 7.60235 -3.14714 5.23691  0.08
25 H 1.80449 -3.02344 5.95620  0.07
26 H 1.14621 -6.25695 6.94385  0.06
27 H 1.59168 -1.68286 3.58570  0.05
28 H 6.45120 -5.67285 6.56048  0.09
29 H 5.20987 -1.35325 8.03357  0.07
30 H 6.84015 -2.21343 4.26397  0.08
31 H 3.60058 -1.22748 2.16058  0.10
32 H 4.21999 -5.42625 1.42855  0.09
33 H 2.29276 -0.72832 4.90651  0.06
34 H 2.71668 -2.11444 6.79808  0.09
35 H 1.71214 -3.76638 3.82480  0.06
36 H 2.50902 -7.02256 5.02694  0.09
37 H 6.57258 -6.37912 5.18591  0.09
38 H 3.74250 -7.65143 6.14605  0.10
39 H 5.00440 -2.88743 8.97939  0.07
40 H 1.82298 -0.00322 3.38777  0.07
41 H 6.58374 -2.37778 8.43512  0.06
42 H 5.85820 -5.96246 1.53044  0.10